No. 1
ORCA calculation (ωB97M-V with the def2-TZVPD basis set) on a molecular structure, C16H16MnO12 in a non-equilibrium geometry.

```
45
C16H16MnO12 ωB97M-V with the def2-TZVPD basis set
Mn -0.48285 -0.33780 1.12275
C 3.65821 0.78149 0.93512
C 2.36795 0.09446 0.91664
C 2.17481 -1.27534 0.13392
O 0.95278 -1.67082 0.15322
C 3.34535 -1.93847 -0.44338
C 4.49254 -1.17496 -0.43540
C 4.67681 0.15277 0.27552
O 5.80187 0.78335 0.42451
O 5.44044 -1.73265 -1.11996
O 1.40754 0.51266 1.60518
H 3.75935 1.70600 1.48417
H 3.32358 -2.99132 -0.68305
C 0.46859 0.67003 -2.14237
C 1.24406 1.01855 -3.29752
C 0.85462 2.40926 -4.02321
O 1.54027 2.61091 -5.00617
C -0.13944 3.37393 -3.38577
C -0.72264 2.94152 -2.24751
C -0.42544 1.54805 -1.63319
O -0.93031 1.16253 -0.52001
O -1.57038 3.84048 -1.80288
O 2.19437 0.32876 -3.68076
H 0.61077 -0.33312 -1.76839
H -0.32519 4.34471 -3.82107
C -2.55090 -1.77114 -0.91440
C -4.04366 -1.12506 -1.13655
O -5.05319 -1.83846 -0.41394
O -1.97118 -1.61223 0.40557
H -1.76081 -1.51647 -1.62078
H -2.66531 -2.84804 -1.03811
H -4.35128 -1.11690 -2.18222
H -4.06853 -0.07347 -0.85082
H -5.82125 -2.01395 -0.96246
H -2.35681 -2.30228 0.95030
C -0.32070 -0.40909 4.05384
C -1.44312 0.58946 3.82327
O -1.42924 1.00695 2.40376
O -0.36535 -1.48802 3.04727
H -0.56469 -0.93354 4.97770
H 0.70897 -0.12425 4.26999
H -1.31687 1.34029 4.60328
H -2.35446 0.00523 3.95062
H -2.11239 1.66047 2.23695
H 0.12306 -2.25452 3.35635
```

Computed properties:
**HOMO level (alpha / beta)**: -0.118 / -0.141 Ha
**<S²>**: 12.10
**Net charge**: -1
**E_LUMO (alpha / beta)**: 1.52 / 0.39 eV
**Energy above the lowest of the compared OMol25 structures with the same formula, charge and spin**: 383.2 kJ/mol
**Multiplicity**: 7

No. 2
ORCA calculation (ωB97M-V with the def2-TZVPD basis set) on a molecular structure, C10H19Br24N2P2 in a non-equilibrium geometry.

```
57
C10H19Br24N2P2 ωB97M-V with the def2-TZVPD basis set
N 3.27385 0.05565 0.42884
C 2.66362 -1.07384 0.54190
C 1.53969 -1.46645 -0.47761
P 0.03785 -2.36522 0.30529
P -1.19001 -0.48241 0.30703
N -2.78007 -0.80114 0.05097
H 2.88560 0.56316 -0.37016
H 2.95056 -1.75857 1.35830
H 1.23094 -0.51554 -0.96670
H 1.94438 -2.14567 -1.27157
H 0.51571 -2.11987 1.67315
H -1.12174 -3.03293 0.91747
H -0.51022 -2.72204 -0.98412
H 0.72085 -3.65536 0.33987
H -1.00719 0.14580 1.58617
H -0.81082 0.43573 -0.73137
H -2.88623 -1.81272 -0.06283
C -1.50548 0.20556 4.67973
Br -0.04180 -1.02843 4.40789
Br -1.85076 0.50989 6.56153
Br -1.23605 1.86454 3.71936
H -2.39351 -0.25959 4.26516
C -3.37170 -5.35356 -0.78352
Br -1.98405 -6.66492 -1.11760
Br -3.53874 -4.94421 1.10030
Br -3.10524 -3.73369 -1.80785
H -4.30857 -5.79317 -1.10413
C -2.07668 -3.54704 5.53088
Br -2.42296 -3.13892 7.39182
Br -1.50423 -5.37959 5.29141
Br -3.59351 -3.11988 4.40881
H -1.25642 -2.91258 5.21246
C 4.26478 3.61694 1.21146
Br 3.51886 5.31269 0.64444
Br 6.08815 3.39545 0.60497
Br 4.10983 3.36888 3.12416
H 3.67591 2.83651 0.74180
C 3.43278 6.86177 -3.51364
Br 5.21692 7.56607 -3.77497
Br 3.41915 4.92677 -3.47315
Br 2.57974 7.62045 -1.95047
H 2.84646 7.16569 -4.37209
C -6.61442 -0.30657 -0.31404
Br -8.39591 0.45705 -0.32738
Br -5.99902 -0.65769 1.48590
Br -6.50229 -1.87951 -1.43048
H -5.94630 0.43346 -0.74217
C -3.64002 -0.37650 -4.19033
Br -5.42655 0.38140 -4.20513
Br -3.02511 -0.71579 -2.36328
Br -3.52123 -1.95482 -5.31838
H -2.97939 0.36784 -4.62359
C 7.82105 3.45988 -3.51730
Br 8.16620 3.82879 -5.38623
Br 9.21272 2.36820 -2.73139
Br 7.52821 5.08337 -2.50926
H 6.90241 2.88665 -3.47032
```

Computed properties:
**HOMO level**: -0.176 Ha
**Net charge**: -1
**E_LUMO**: 1.10 eV
**Energy above the lowest of the compared OMol25 structures with the same formula, charge and spin**: 93.0 kJ/mol

No. 3
ORCA calculation (ωB97M-V with the def2-TZVPD basis set) on a single C18H26N4O2 molecule.

```
50
C18H26N4O2 ωB97M-V with the def2-TZVPD basis set
C 3.37870 2.16727 0.09432
N 1.96099 2.03026 -0.11975
C 1.13125 1.62715 0.84493
O 1.43219 1.28990 1.96811
N -0.24310 1.63373 0.48903
C -0.82804 1.92000 -0.70299
O -0.20295 2.20975 -1.70549
C -2.36723 1.89088 -0.69640
N -2.99207 0.67305 -0.22863
C -2.60727 -0.48946 -1.00727
C -3.21377 -1.74063 -0.37581
N -2.68484 -2.01835 0.95009
C -1.62898 -3.02739 0.99130
C -0.41706 -2.65936 0.18629
C 0.68009 -2.10750 0.70239
C 1.84150 -1.66674 -0.06153
C 1.75518 -1.28717 -1.40079
C 2.88406 -0.90628 -2.10029
C 4.12177 -0.90117 -1.47796
C 4.21878 -1.25544 -0.14164
C 3.08871 -1.62247 0.56197
H 3.16654 -1.89230 1.60501
H 5.17931 -1.23974 0.35282
H 5.00577 -0.61590 -2.03036
H 2.79799 -0.61092 -3.13601
H 0.79622 -1.27467 -1.89812
H 0.77243 -2.00622 1.77735
H -0.49764 -2.81281 -0.88166
H -1.36104 -3.16125 2.04282
H -2.06163 -3.96191 0.62259
C -2.31025 -0.80532 1.66306
C -3.14752 0.38457 1.18924
H -4.20485 0.14781 1.36918
H -2.91326 1.26270 1.79203
H -1.23817 -0.58882 1.53394
H -2.48951 -0.97195 2.73185
H -4.29626 -1.59398 -0.28950
H -3.04469 -2.60478 -1.01921
H -1.51102 -0.60315 -1.06490
H -2.98474 -0.35917 -2.02765
C -2.87722 3.14070 0.02467
H -2.45816 3.23890 1.02357
H -3.96051 3.09695 0.09797
H -2.59750 4.02343 -0.54464
H -2.65287 1.97396 -1.75520
H -0.83969 1.38300 1.26613
H 1.56258 2.24808 -1.02819
H 3.60671 1.79542 1.09170
H 3.93009 1.58505 -0.64383
H 3.67455 3.21637 0.02199
```

Computed properties:
**HOMO level**: -0.305 Ha
**E_LUMO**: 0.81 eV
**SMILES string**: CNC(=O)NC(=O)[C@H](C)N1CCN(C/C=C/c2ccccc2)CC1
**Energy above the lowest of the compared OMol25 structures with the same formula, charge and spin**: 193.0 kJ/mol

No. 4
ORCA calculation (ωB97M-V with the def2-TZVPD basis set) on 4 unconnected molecules or ions with the total composition C12H26NO7P in a non-equilibrium geometry.

```
47
C12H26NO7P ωB97M-V with the def2-TZVPD basis set
C 0.68490 -2.86385 -1.23913
O 1.49202 -2.39001 -2.36072
P 1.71329 -0.82841 -2.51929
O 2.86612 -0.56752 -3.36106
O 1.90696 -0.14337 -1.09324
O 0.42217 -0.13994 -3.19107
C -0.77661 -0.25826 -2.47357
C -1.68478 -1.23413 -2.80952
C -2.85039 -1.23208 -2.06450
C -3.03059 -0.29291 -1.08407
N -2.16026 0.65387 -0.72197
C -1.04774 0.62989 -1.46267
H 0.21370 -2.06866 -0.66571
H -0.10506 -3.48263 -1.64784
H 1.30709 -3.49897 -0.64017
H 1.58057 -0.66713 -0.35350
H -1.52057 -1.94815 -3.59969
H -3.63182 -1.94396 -2.27207
H -3.96909 -0.30736 -0.54098
H -0.29774 1.39105 -1.24362
C 2.35502 4.52185 0.04727
C 1.64510 3.76371 -1.05885
O 0.60427 2.94227 -0.53341
H 2.77635 3.82555 0.77370
H 3.15938 5.13995 -0.35460
H 1.65382 5.16686 0.58280
H 2.33964 3.10546 -1.57895
H 1.21830 4.46021 -1.78780
H -0.02397 3.51693 -0.07727
C 0.32100 4.37866 3.76397
C -0.69941 5.15106 2.94850
O -1.15723 4.38710 1.83397
H 1.17321 4.10222 3.14220
H 0.67837 4.97087 4.60768
H -0.11364 3.45313 4.14888
H -0.25825 6.06312 2.54934
H -1.55766 5.42674 3.56938
H -1.55972 3.58227 2.17397
C -0.86161 -6.58328 1.92035
C -0.42073 -6.32110 0.49273
O 0.48402 -5.21678 0.42090
H -1.34172 -5.69810 2.33857
H -1.56202 -7.41798 1.96728
H -0.00197 -6.81606 2.55306
H -1.27669 -6.06994 -0.13180
H 0.06385 -7.20709 0.07151
H 1.25016 -5.43511 0.96103
```

Computed properties:
**HOMO level**: -0.354 Ha
**E_LUMO**: 0.41 eV
**SMILES string**: CO[P@](=O)(O)Oc1cccnc1.CCO.CCO.CCO
**Energy above the lowest of the compared OMol25 structures with the same formula, charge and spin**: 0.0 kJ/mol

No. 5
ORCA calculation (ωB97M-V with the def2-TZVPD basis set) on a gas-phase ion, C4H6NS (charge +1) in a non-equilibrium geometry.

```
12
C4H6NS ωB97M-V with the def2-TZVPD basis set
C -0.02745 -1.41166 -0.17234
C 1.31238 -1.26389 0.33096
C -0.32211 0.94042 0.30412
C 1.08358 1.31893 -0.13228
N -0.74592 -0.29451 -0.34130
S 2.22953 0.10774 -0.11193
H -0.45852 -2.45791 -0.29128
H 2.04191 -2.02509 0.67792
H -0.47311 0.88742 1.40081
H -0.93962 1.77216 -0.15636
H 1.39945 2.33588 -0.23704
H -1.60471 -0.13093 -0.85608
```

Computed properties:
**HOMO level (alpha / beta)**: -0.496 / -0.496 Ha
**Net charge**: +1
**E_LUMO (alpha / beta)**: -5.82 / -5.82 eV
**Energy above the lowest of the compared OMol25 structures with the same formula, charge and spin**: 81.6 kJ/mol

No. 6
ORCA calculation (ωB97M-V with the def2-TZVPD basis set) on 3 unconnected molecules or ions with the total composition C31H74N9O4P2 in a non-equilibrium geometry.

```
120
C31H74N9O4P2 ωB97M-V with the def2-TZVPD basis set
C 0.76798 1.40823 2.22838
C 0.45357 1.91926 0.67734
C 0.84356 0.78159 -0.45123
C -0.32699 -0.37892 -0.38307
C 0.30346 -1.92369 -0.30272
C 1.06749 -2.02564 1.14546
C 1.27081 -3.55287 1.71299
C -0.02770 -4.53712 1.53196
C -1.45892 -3.87333 1.97756
N -2.59116 -4.12058 0.95878
C -3.73169 -3.10156 0.99434
C -5.13613 -3.92213 1.17788
C -6.25013 -3.41213 2.28702
C -6.96064 -1.98409 1.94014
C -6.15923 -0.64043 2.40283
C -5.08086 -0.82861 3.61882
C -5.48902 0.17550 1.10514
C -5.66576 -4.61974 -0.22300
C -6.27838 -3.56025 -1.31353
O -7.61102 -3.63491 -1.56638
O -5.52384 -2.55909 -2.08319
N -4.56427 -5.15712 1.90613
C -3.12994 -5.43460 1.51457
N -2.52982 -6.65499 1.70304
H 1.67442 0.66344 2.19889
H -0.16491 0.88112 2.72083
H 1.06820 2.36596 2.84994
H 1.19383 2.83600 0.48576
H -0.63847 2.31856 0.53930
H 0.75125 1.29087 -1.50548
H 1.87531 0.25687 -0.25755
H -1.09042 -0.23924 0.50305
H -0.95072 -0.33132 -1.37674
H 1.01496 -2.06282 -1.23779
H -0.60443 -2.64910 -0.43976
H 0.47329 -1.40752 1.97110
H 2.11800 -1.50193 1.04944
H 1.60624 -3.44278 2.85277
H 2.18824 -4.02907 1.14012
H -0.05092 -4.85611 0.38815
H 0.19336 -5.52936 2.15711
H -1.81806 -4.42595 2.96294
H -1.43991 -2.71694 2.15598
H -3.55557 -2.08324 1.54153
H -3.75506 -2.76788 -0.15054
H -7.11869 -4.23130 2.24837
H -5.78477 -3.50529 3.35686
H -7.14877 -1.87967 0.76651
H -8.03292 -1.96773 2.42943
H -6.98756 0.11530 2.81499
H -4.36494 0.12587 3.61854
H -5.66643 -0.83867 4.63577
H -4.37938 -1.76049 3.53297
H -6.28027 0.15931 0.22580
H -5.45297 1.31241 1.46592
H -4.43349 -0.23008 0.80547
H -6.48998 -5.42911 0.07785
H -4.81355 -5.25556 -0.76550
H -5.76273 -2.65670 -3.06303
H -5.21504 -5.96561 2.01197
H -2.42310 -7.30127 0.87885
H -2.21576 -6.99250 2.65941
O 3.50786 -3.07835 -2.23982
P 4.98412 -3.48969 -2.46113
N 5.44474 -3.03667 -0.90162
C 6.40911 -2.04830 -0.47151
C 4.88844 -3.77616 0.22453
N 5.23816 -2.22187 -3.58756
C 5.48929 -0.85198 -3.18029
C 4.27174 -2.20771 -4.69545
N 6.68120 -3.96256 -2.71556
C 7.16497 -5.13577 -2.00333
C 7.59247 -3.49349 -3.74329
H 7.31472 -2.05165 -1.08571
H 6.75587 -2.22551 0.55400
H 5.97256 -1.04619 -0.48358
H 5.61870 -4.49854 0.60334
H 3.99342 -4.33792 -0.06015
H 4.59725 -3.10795 1.04141
H 4.70360 -0.46809 -2.52177
H 5.56540 -0.18027 -4.04632
H 6.45787 -0.75998 -2.68557
H 3.33007 -1.73516 -4.40610
H 4.05496 -3.22900 -5.03250
H 4.67732 -1.67034 -5.56208
H 7.80462 -4.83502 -1.16759
H 7.73287 -5.81590 -2.64749
H 6.33190 -5.72021 -1.59896
H 7.97926 -2.50345 -3.49304
H 7.11552 -3.46062 -4.72811
H 8.46718 -4.14310 -3.85848
O -0.55233 5.42118 0.67899
P -0.62229 6.96238 0.54731
N -0.99749 6.90118 -1.09736
C -0.27661 7.43515 -2.23186
C -2.27068 6.31234 -1.49334
N 1.06519 7.12761 0.80392
C 2.04215 6.89884 -0.24429
C 1.54559 6.48426 2.03555
N -0.70271 8.73411 0.39594
C -2.01311 9.33084 0.18500
C 0.32957 9.70344 0.71447
H 0.13995 8.42750 -2.03413
H -0.92104 7.56302 -3.11032
H 0.53035 6.76215 -2.53324
H -2.99859 7.09772 -1.72125
H -2.69796 5.69444 -0.69754
H -2.16112 5.66772 -2.37144
H 1.93827 5.90611 -0.69377
H 3.06958 6.99566 0.13256
H 1.97046 7.66131 -1.02201
H 1.69131 5.40975 1.90149
H 0.83132 6.63514 2.85451
H 2.49601 6.92485 2.36248
H -2.12152 9.64934 -0.85656
H -2.19182 10.19606 0.83268
H -2.81066 8.61334 0.40452
H 1.08129 9.74029 -0.07672
H 0.81613 9.48296 1.67002
H -0.06406 10.72147 0.80957
```

Computed properties:
**HOMO level**: -0.332 Ha
**Net charge**: +1
**E_LUMO**: -4.34 eV

No. 7
ORCA calculation (ωB97M-V with the def2-TZVPD basis set) on a single C5H10O molecule in a non-equilibrium geometry.

```
16
C5H10O ωB97M-V with the def2-TZVPD basis set
C -0.83257 -0.58203 -1.06358
C 0.24888 -0.29610 -0.02707
C 1.65375 -0.64293 -0.45215
C 0.12978 1.07182 0.64864
C -0.58040 0.40364 1.78648
O -1.88345 0.57752 1.69876
H -0.74437 -1.60896 -1.43338
H -1.82797 -0.48043 -0.61811
H -0.78933 0.08807 -1.93208
H 2.32669 -0.53338 0.40250
H 2.01112 0.01000 -1.25124
H 1.68175 -1.67350 -0.81261
H 1.07531 1.49639 0.97347
H -0.43832 1.83621 0.10743
H 0.07563 -0.92049 0.94564
H -2.10653 1.25416 1.02729
```

Computed properties:
**HOMO level**: -0.308 Ha
**E_LUMO**: 0.89 eV
**Energy above the lowest of the compared OMol25 structures with the same formula, charge and spin**: 314.7 kJ/mol

No. 8
ORCA calculation (ωB97M-V with the def2-TZVPD basis set) on a molecular structure, C29H41Cl5HfP2 in a non-equilibrium geometry.

```
78
C29H41Cl5HfP2 ωB97M-V with the def2-TZVPD basis set
Hf -2.33161 1.72524 1.30725
C 0.30792 0.93398 -0.67796
C -0.49421 1.96474 -1.18796
C -0.01925 2.44832 1.05551
C 0.68871 1.24892 0.65668
C -0.75158 2.91453 -0.11355
C 0.76863 -0.28522 -1.39804
H 0.25546 -0.39602 -2.36165
H 0.57879 -1.19427 -0.80629
H 1.84989 -0.24669 -1.59029
C 1.78253 0.64710 1.38267
H 2.25544 -0.15277 0.80467
H 1.45829 0.10487 2.52120
H 2.54121 1.39331 1.65874
C 0.38798 3.28940 2.21933
H 1.43267 3.61567 2.08611
H 0.33298 2.72705 3.16062
H -0.23752 4.18874 2.32209
C -1.22227 4.31855 -0.28179
H -0.45437 5.02062 0.07139
H -2.14114 4.55087 0.27299
H -1.41225 4.53004 -1.34041
C -0.87836 2.09819 -2.62293
H -1.46625 3.00530 -2.81874
H -1.46052 1.23258 -2.97395
H 0.02087 2.12404 -3.25847
C -1.88437 -4.62848 -1.75015
C -2.47765 -4.16382 -2.85895
C -3.90399 -3.71979 -3.07586
C -4.80933 -3.40923 -1.85206
C -4.36483 -2.07981 -1.22602
C -2.95890 -2.21117 -0.68988
C -2.70481 -3.32519 0.31264
C -2.44631 -4.70373 -0.35361
H -4.43694 -4.46780 -3.68228
H -4.75512 -4.23258 -1.13263
H -3.86037 -2.81811 -3.70233
H -3.35046 -5.33054 -0.29688
H -0.88012 -5.06959 -1.82422
H -1.89038 -4.13312 -3.78751
H -1.69217 -5.20778 0.26080
H -1.81448 -3.05508 0.91248
H -2.18414 -2.12035 -1.44993
H -3.54173 -3.44495 1.01870
H -5.86249 -3.30496 -2.16838
H -4.37604 -1.31908 -2.02937
P -5.27323 -1.20165 0.18158
C -6.20565 -2.53532 0.95928
C -6.46219 -0.02962 -0.51740
P -2.70595 -0.39977 0.25930
C -4.16640 -0.54648 1.43787
C -3.37755 0.94921 -0.86649
C -3.82966 3.22444 1.73449
H -5.72851 -2.83471 1.90190
H -6.28145 -3.40283 0.29294
H -7.21272 -2.15321 1.17356
H -7.45888 -0.48291 -0.42243
H -6.27801 0.16854 -1.58387
H -6.46481 0.92152 0.02929
H -4.63514 3.39095 1.00879
H -3.36048 4.19636 1.95477
H -4.30419 2.90768 2.67616
H -3.90584 -1.24519 2.25060
H -4.57863 0.37902 1.89681
H -3.24488 2.01145 -0.47021
H -4.44217 0.90097 -1.13370
H -2.83016 0.89659 -1.80721
Cl 4.18014 -0.68267 3.03537
C 2.81143 -0.82276 4.07276
C 1.55741 -0.37567 3.63379
C 0.56160 -0.50173 4.50363
Cl -1.89326 0.84441 3.42215
C 0.59223 -0.99423 5.77048
Cl -0.79265 -1.06459 6.78323
C 1.86389 -1.46359 6.24279
Cl 2.04444 -2.12098 7.80268
C 2.97893 -1.37199 5.36931
Cl 4.51495 -1.91583 5.88602
```

Computed properties:
**HOMO level (alpha / beta)**: -0.443 / -0.443 Ha
**Net charge**: +2
**E_LUMO (alpha / beta)**: -6.97 / -6.97 eV
**Energy above the lowest of the compared OMol25 structures with the same formula, charge and spin**: 0.0 kJ/mol

Total energy
In order: -2672.936721 -62960.768752 -1071.017730 -1395.688177 -608.632186 -2701.198899 -271.632758 -4160.528469
Unit: hartree